(1)
17
Properties=species:S:1:pos:R:3:nbo_charge:R:1 method="wB97M-V/def2-TZVPD" total_energy_ha=-359.61330 mol_weight_g_mol=104.13 total_charge=+1 de_lowest_kcal_mol=16.7
N 0.457 -1.498 1.701 -0.70
C 0.157 -1.742 0.451 0.40
N 1.030 -1.800 -0.512 -0.69
H 1.347 -1.086 1.960 0.44
H -0.293 -1.417 2.367 0.44
H -0.882 -1.919 0.198 0.23
H 0.722 -1.923 -1.463 0.44
H 1.998 -1.555 -0.361 0.43
C -1.088 1.251 0.445 -0.73
C 0.100 1.404 -0.478 0.68
N -0.205 1.474 -1.827 -0.84
O 1.238 1.355 -0.075 -0.62
H -1.746 2.117 0.423 0.26
H -0.720 1.126 1.456 0.23
H -1.702 0.409 0.133 0.22
H -1.015 2.037 -2.053 0.40
H 0.602 1.768 -2.367 0.40

***

(2)
27
Properties=species:S:1:pos:R:3:nbo_charge:R:1 method="wB97M-V/def2-TZVPD" total_energy_ha=-465.82188 mol_weight_g_mol=152.24 de_lowest_kcal_mol=47.6
C 1.126 -1.376 0.294 -0.39
C 2.676 -1.273 0.531 -0.62
C 0.564 -2.626 0.991 -0.61
H 0.735 -0.447 0.678 0.21
H 0.914 -1.416 -0.779 0.19
H 3.381 -0.973 -0.239 0.21
H 0.932 -3.472 0.420 0.20
H 1.029 -2.814 1.974 0.21
H 2.877 -2.296 0.854 0.20
H 2.889 -0.511 1.287 0.21
H -0.516 -2.632 1.030 0.21
C 0.467 0.717 -2.393 -0.65
C -1.213 2.517 0.609 -0.25
C -0.409 2.254 -0.520 -0.21
C -2.189 1.650 1.007 0.25
C -0.294 1.036 -1.139 -0.02
C -2.205 0.408 0.286 -0.25
C -1.309 0.097 -0.691 -0.20
O -2.689 1.741 2.283 -0.68
H -0.974 3.467 1.091 0.22
H 0.192 3.124 -0.825 0.20
H -3.645 1.811 2.200 0.48
H -3.016 -0.297 0.465 0.21
H -0.150 0.104 -3.067 0.22
H 1.479 0.418 -2.227 0.23
H -1.306 -0.873 -1.150 0.21
H 0.656 1.661 -2.970 0.22

***

(3)
153
Properties=species:S:1:pos:R:3:lowdin_charge:R:1 method="wB97M-V/def2-TZVPD" total_energy_ha=-3842.89654 mol_weight_g_mol=1000.20
C -3.669 -3.053 -4.130 -0.07
C -3.780 -2.505 -2.688 -0.24
N -4.633 -1.321 -2.524 -0.15
C -6.032 -1.599 -2.878 -0.16
C -7.015 -1.218 -1.788 -0.21
N -8.044 -1.932 -1.577 0.09
C -4.062 -0.152 -3.177 -0.11
C -4.266 1.143 -2.370 -0.42
C -3.896 1.039 -0.876 -0.14
S -2.450 0.114 -0.330 0.68
O -2.871 -1.206 0.056 -0.33
O -1.717 0.943 0.589 -0.33
O -5.625 1.452 -2.513 -0.13
C -6.155 2.510 -1.708 -0.05
N -3.499 2.294 -3.024 0.14
C -2.099 2.211 -2.925 -0.50
O -1.468 2.519 -1.994 0.20
F -1.485 1.639 -3.978 0.14
C -4.018 2.642 -4.318 -0.47
O -3.692 2.265 -5.362 0.24
F -4.963 3.585 -4.167 0.14
H -4.289 -2.479 -4.833 0.07
H -4.009 -4.095 -4.189 0.07
H -2.636 -3.032 -4.498 0.07
H -4.159 -3.279 -2.007 0.12
H -2.781 -2.252 -2.307 0.09
H -6.314 -1.116 -3.827 0.13
H -6.165 -2.681 -3.018 0.12
H -6.786 -0.318 -1.204 0.09
H -8.611 -1.548 -0.820 0.04
H -4.517 0.036 -4.165 0.14
H -2.993 -0.318 -3.357 0.13
H -3.747 2.039 -0.449 0.12
H -4.716 0.522 -0.366 0.11
H -1.704 -0.003 -1.457 0.07
H -5.402 3.269 -1.473 0.10
H -6.582 2.115 -0.777 0.08
H -6.957 2.986 -2.281 0.11
C 1.647 1.659 -1.262 -0.11
O 2.345 2.584 -2.066 -0.19
C 1.578 3.724 -2.406 -0.21
C 2.487 4.862 -2.809 -0.18
O 3.076 5.546 -1.715 -0.12
C 4.183 4.919 -1.089 -0.18
C 5.482 5.061 -1.848 -0.21
O 5.548 4.134 -2.917 -0.20
C 6.546 4.466 -3.852 -0.12
H 0.747 1.292 -1.766 0.06
H 2.319 0.824 -1.077 0.09
H 1.351 2.106 -0.306 0.10
H 0.956 4.038 -1.559 0.13
H 0.917 3.480 -3.249 0.12
H 1.873 5.612 -3.313 0.13
H 3.246 4.509 -3.512 0.12
H 3.980 3.866 -0.882 0.12
H 4.301 5.442 -0.137 0.13
H 6.318 4.881 -1.157 0.13
H 5.565 6.086 -2.230 0.13
H 6.355 5.445 -4.307 0.09
H 6.533 3.704 -4.628 0.09
H 7.541 4.483 -3.390 0.09
C 1.074 -0.909 1.471 -0.10
O 2.394 -1.273 1.130 -0.20
C 3.350 -0.846 2.077 -0.20
C 4.667 -1.550 1.841 -0.18
O 4.711 -2.886 2.317 -0.15
C 4.033 -3.866 1.546 -0.18
C 4.747 -4.258 0.272 -0.20
O 4.526 -3.299 -0.745 -0.18
C 5.440 -3.420 -1.810 -0.11
H 0.959 0.178 1.517 0.08
H 0.431 -1.293 0.681 0.08
H 0.759 -1.342 2.427 0.10
H 2.995 -1.053 3.096 0.12
H 3.512 0.238 1.982 0.13
H 5.432 -1.019 2.413 0.13
H 4.934 -1.501 0.783 0.12
H 3.009 -3.558 1.323 0.13
H 3.994 -4.749 2.187 0.12
H 4.369 -5.236 -0.059 0.13
H 5.822 -4.356 0.476 0.13
H 6.471 -3.269 -1.468 0.10
H 5.194 -2.654 -2.543 0.07
H 5.371 -4.405 -2.289 0.09
C 1.177 -0.717 -3.780 -0.11
O 2.149 -1.108 -4.718 -0.18
C 3.366 -0.400 -4.538 -0.19
C 4.515 -1.136 -5.185 -0.17
O 5.002 -2.228 -4.420 -0.15
C 4.248 -3.428 -4.460 -0.20
C 4.460 -4.247 -5.712 -0.20
O 3.709 -3.725 -6.791 -0.19
C 4.149 -4.215 -8.035 -0.12
H 0.944 0.352 -3.860 0.08
H 0.274 -1.294 -3.981 0.08
H 1.515 -0.926 -2.757 0.09
H 3.578 -0.276 -3.468 0.13
H 3.279 0.598 -4.987 0.13
H 5.355 -0.442 -5.249 0.13
H 4.246 -1.448 -6.198 0.13
H 3.183 -3.236 -4.309 0.14
H 4.614 -4.019 -3.617 0.07
H 4.148 -5.283 -5.515 0.13
H 5.529 -4.251 -5.961 0.13
H 5.192 -3.937 -8.226 0.09
H 3.517 -3.772 -8.803 0.09
H 4.061 -5.307 -8.092 0.09
C 4.994 -2.356 10.832 -0.12
O 4.608 -3.020 9.653 -0.19
C 3.202 -3.121 9.526 -0.21
C 2.806 -3.420 8.099 -0.19
O 2.829 -2.288 7.246 -0.13
C 4.098 -1.879 6.759 -0.18
C 4.620 -2.721 5.618 -0.21
O 5.185 -3.927 6.102 -0.19
C 5.313 -4.894 5.085 -0.11
H 4.635 -2.881 11.726 0.09
H 6.082 -2.332 10.852 0.09
H 4.614 -1.328 10.854 0.09
H 2.725 -2.184 9.842 0.13
H 2.834 -3.931 10.173 0.13
H 1.763 -3.743 8.111 0.13
H 3.415 -4.234 7.698 0.12
H 4.835 -1.828 7.564 0.12
H 3.938 -0.869 6.375 0.13
H 5.387 -2.155 5.072 0.13
H 3.802 -2.938 4.922 0.12
H 4.333 -5.163 4.672 0.09
H 5.765 -5.779 5.532 0.09
H 5.947 -4.536 4.267 0.09
C -5.431 4.069 5.024 -0.11
O -6.560 4.358 4.231 -0.19
C -6.208 4.844 2.951 -0.21
C -7.371 4.730 1.992 -0.18
O -7.570 3.421 1.478 -0.15
C -8.181 2.475 2.343 -0.18
C -9.673 2.657 2.502 -0.21
O -9.958 3.697 3.416 -0.19
C -11.293 4.139 3.325 -0.11
H -4.813 4.961 5.184 0.09
H -5.792 3.713 5.987 0.09
H -4.811 3.291 4.565 0.09
H -5.356 4.278 2.551 0.13
H -5.914 5.901 3.025 0.13
H -7.136 5.344 1.119 0.13
H -8.284 5.119 2.449 0.12
H -7.693 2.457 3.319 0.13
H -8.020 1.507 1.861 0.12
H -10.107 1.715 2.869 0.13
H -10.115 2.881 1.522 0.13
H -11.511 4.540 2.328 0.09
H -11.426 4.928 4.062 0.09
H -12.000 3.330 3.541 0.09

***

(4)
58
Properties=species:S:1:pos:R:3:lowdin_spin:R:1 method="wB97M-V/def2-TZVPD" total_energy_ha=-3133.22939 mol_weight_g_mol=478.16 spin_multiplicity=5 total_charge=-2
Fe -0.587 -1.830 -0.713 3.59
O -0.174 0.153 -0.410 0.03
H -0.175 0.436 0.526 0.00
P 0.908 -3.994 -0.875 0.01
O -0.631 -3.745 -0.991 0.06
O 1.451 -4.604 0.393 0.02
O 1.134 -2.539 -0.390 0.16
O 1.727 -4.254 -2.162 0.01
C -1.668 2.993 -1.702 0.00
C -2.891 2.438 -0.886 0.00
O -2.415 1.783 0.297 0.00
O -0.821 1.995 -2.250 0.00
H -1.036 3.544 -1.006 0.00
H -1.954 3.754 -2.428 0.00
H -3.510 1.752 -1.464 0.00
H -3.609 3.188 -0.551 0.00
H -1.784 1.121 0.006 0.00
H -0.528 1.384 -1.570 0.00
C -1.561 -1.130 -3.467 0.00
C -2.852 -1.311 -2.604 0.00
O -2.561 -1.176 -1.214 0.03
O -0.437 -1.786 -2.864 0.03
H -1.453 -0.046 -3.490 0.00
H -1.689 -1.416 -4.511 0.00
H -3.142 -2.362 -2.596 0.00
H -3.621 -0.605 -2.918 0.00
H -3.382 -1.073 -0.727 0.00
H 0.010 -2.365 -3.485 0.00
C 2.110 2.721 -0.708 0.00
C 3.306 3.653 -0.601 0.00
O 3.235 4.532 0.569 0.00
O 1.979 1.779 0.343 0.00
H 2.098 2.226 -1.679 0.00
H 1.220 3.349 -0.690 0.00
H 3.290 4.253 -1.511 0.00
H 4.234 3.122 -0.386 0.00
H 2.364 4.934 0.602 0.00
H 1.335 1.135 0.041 0.00
C -2.280 -1.455 2.071 0.01
C -1.369 -0.661 2.983 0.00
O -0.668 -1.498 3.871 0.00
O -1.375 -2.245 1.226 0.03
H -2.733 -0.643 1.502 0.00
H -3.038 -1.955 2.672 0.00
H -1.917 0.061 3.588 0.00
H -0.628 -0.147 2.370 0.00
H -1.214 -1.683 4.638 0.00
H -1.075 -2.966 1.783 0.00
C 2.290 -0.699 2.668 0.00
C 3.660 -0.712 1.955 0.00
O 3.499 -1.223 0.647 0.00
O 1.805 -2.037 2.722 0.00
H 1.577 -0.087 2.116 0.00
H 2.367 -0.362 3.702 0.00
H 4.321 -1.438 2.428 0.00
H 4.156 0.249 2.088 0.00
H 3.788 -0.594 -0.019 0.00
H 0.915 -1.916 3.060 0.00